Model one:
{"formula": "C2H5N3", "method": "wB97M-V/def2-TZVPD", "lumo_ev": 0.736, "species": ["C", "N", "N", "C", "N", "H", "H", "H", "H", "H"], "positions_angstrom": [[0.7277, -0.8467, 0.0657], [-0.3312, 0.0971, 0.2882], [0.1027, 1.4086, -0.0186], [-1.6651, -0.1508, -0.1375], [-2.7799, -0.4028, -0.1777], [1.2564, -0.5530, -0.7726], [1.4301, -1.0688, 0.8461], [0.2185, -1.8714, -0.2310], [0.1482, 2.0411, 0.7604], [0.8927, 1.3469, -0.6229]], "nbo_charge": [-0.40, -0.32, -0.66, 0.41, -0.36, 0.17, 0.21, 0.22, 0.38, 0.35]}

=====

Model two:
{"formula": "C2H5N3", "method": "wB97M-V/def2-TZVPD", "lumo_ev": [-0.187, -0.098], "species": ["C", "C", "N", "N", "N", "H", "H", "H", "H", "H"], "positions_angstrom": [[1.7988, -0.0371, 0.3452], [-1.3985, -0.5921, -0.3406], [0.9415, -0.9371, 0.1564], [-1.6087, 0.1338, 0.7922], [-0.1918, -1.3285, 0.2147], [1.5385, 0.9237, 0.7708], [2.8272, -0.2652, 0.1192], [-2.1603, -1.3550, -0.4956], [-1.1107, -0.0950, -1.2839], [-1.0666, 0.9977, 0.8054]], "nbo_charge": [-0.23, -0.11, -0.05, -0.61, -0.06, 0.19, 0.20, 0.19, 0.16, 0.31]}

=====

Model three:
{"formula": "C2H5N3", "method": "wB97M-V/def2-TZVPD", "lumo_ev": 1.120, "species": ["H", "N", "N", "N", "C", "C", "H", "H", "H", "H"], "positions_angstrom": [[-3.5475, -0.7619, -0.1472], [-2.4413, -0.7639, -0.3930], [-2.0000, 0.2057, 0.1733], [-0.6262, 0.5060, -0.1165], [0.3830, -0.0507, 0.3587], [1.7588, 0.4012, -0.1720], [0.4747, -0.8401, 1.1412], [2.2867, 0.8333, 0.7594], [1.5909, 1.0768, -1.0318], [2.1209, -0.6064, -0.5719]], "nbo_charge": [0.32, -0.34, 0.00, -0.30, 0.12, -0.66, 0.17, 0.23, 0.24, 0.23]}

=====

Verdict on stability: model two comes out at the bottom.